[1]
# C8H12N2O2

A cluster of 2 separate species, C8H12N2O2 in total (the ωB97M-V functional and the def2-TZVPD basis, OMol25).

```
! wB97M-V def2-TZVPD RIJCOSX def2/J DEFGRID3
* xyz 0 1
H 0.126 2.073 1.265
H -2.987 0.864 -0.327
H 0.920 -0.266 2.177
H -0.330 -0.046 -1.675
C 0.532 -0.615 -1.285
C 0.045 2.045 0.191
C 0.648 -0.746 1.249
N -1.180 1.909 -0.337
C 0.137 -2.054 -1.197
H -0.119 -2.503 2.138
C 0.986 -0.066 0.032
H -1.846 0.394 0.945
H 1.341 -0.474 -2.012
C -2.244 1.237 0.375
H -2.734 1.927 1.064
H 0.022 -2.573 -2.137
C 0.111 -1.982 1.222
H 0.759 2.603 -0.391
H -0.368 -3.706 0.006
O 2.647 1.022 -1.061
N 2.190 0.668 0.026
H -1.271 1.973 -1.336
O 2.697 0.980 1.099
C -0.080 -2.666 -0.029
*
```

As for the HOMO energy (alpha / beta): -7.32 / -7.32 eV. Its molar mass is 168.196 g mol⁻¹. The energy above the lowest of the compared OMol25 structures with the same formula, charge and spin is 145.8 kcal per mole.

Need the Löwdin charges? In units of e they are:
1. H 0.11
2. H 0.09
3. H 0.11
4. H 0.11
5. C -0.13
6. C 0.04
7. C -0.07
8. N -0.10
9. C -0.08
10. H 0.10
11. C -0.24
12. H 0.08
13. H 0.12
14. C -0.06
15. H 0.09
16. H 0.10
17. C -0.09
18. H 0.11
19. H 0.10
20. O 0.01
21. N -0.44
22. H 0.13
23. O 0.02
24. C -0.11

[2]
# C10H16O2S2

The molecule C10H16O2S2 (the ωB97M-V functional and the def2-TZVPD basis, OMol25).

```
! wB97M-V def2-TZVPD RIJCOSX def2/J DEFGRID3
* xyz 0 1
H -0.727 2.025 3.733
C 1.896 0.156 -1.859
H 2.960 0.074 -2.012
H -2.277 2.489 3.140
S -0.389 -0.200 -0.329
C 2.277 -0.243 0.675
H 1.430 -0.132 -2.897
C 1.415 -0.539 -0.572
H 2.525 -3.502 -0.040
C -1.333 2.137 2.822
C -1.164 3.037 -0.494
H -1.365 -0.155 2.579
O -0.830 3.093 1.881
C -0.276 0.983 1.052
H 2.453 -1.642 2.360
S 1.207 0.654 1.980
C -1.446 0.800 2.025
H -2.223 2.983 -0.342
H 1.554 1.200 -1.617
C 1.917 -2.598 0.350
C -0.373 2.498 0.687
H -2.442 0.854 1.493
H 3.079 0.477 0.524
H -0.870 2.514 -1.439
H 3.792 -1.616 1.087
H 0.677 2.811 0.592
C 2.665 -1.554 1.199
H 1.000 -2.904 0.800
O 1.556 -1.887 -0.828
H -0.816 4.062 -0.673
*
```

As for the HOMO energy: -8.80 eV. Its molar mass is 232.370 g mol⁻¹. As for the structure (SMILES): C[C@H]1OCC[C@]12S[C@H]1CCO[C@@]1(C)S2. The energy above the lowest of the compared OMol25 structures with the same formula, charge and spin is 13.9 kcal per mole.

Need the Löwdin charges? In units of e they are:
1. H 0.11
2. C -0.06
3. H 0.07
4. H 0.10
5. S 1.02
6. C -0.46
7. H 0.13
8. C -0.77
9. H 0.16
10. C -0.19
11. C -0.03
12. H 0.12
13. O -0.11
14. C -0.93
15. H 0.14
16. S 0.99
17. C -0.21
18. H 0.08
19. H 0.08
20. C -0.16
21. C -0.45
22. H 0.13
23. H 0.11
24. H 0.08
25. H 0.13
26. H 0.12
27. C -0.21
28. H 0.10
29. O -0.16
30. H 0.09

[3]
# C3H3O3

The ion C3H3O3 with charge +1 (the ωB97M-V functional and the def2-TZVPD basis, OMol25).

```
! wB97M-V def2-TZVPD RIJCOSX def2/J DEFGRID3
* xyz 1 1
O 0.400 -2.541 -0.489
H -1.269 1.948 0.313
O 1.032 0.813 0.007
C 0.462 -0.197 -0.735
H 0.182 -0.029 -1.826
C 0.606 -1.451 -0.575
O -1.201 1.174 0.923
H -0.126 -0.237 1.544
C -0.086 0.519 0.839
*
```

As for the HOMO energy: -15.78 eV. Its molar mass is 87.054 g mol⁻¹. The energy above the lowest of the compared OMol25 structures with the same formula, charge and spin is 56.5 kcal per mole.

Need the Löwdin charges? In units of e they are:
1. O 0.38
2. H 0.20
3. O 0.12
4. C -0.14
5. H 0.22
6. C -0.08
7. O 0.22
8. H 0.17
9. C -0.08

[4]
# C19H58O25P6

A cluster of 7 separate species, C19H58O25P6 in total (the ωB97M-V functional and the def2-TZVPD basis, OMol25).

```
! wB97M-V def2-TZVPD RIJCOSX def2/J DEFGRID3
* xyz 0 1
H -1.698 6.688 2.503
C -4.613 4.185 1.535
H 2.632 3.413 3.447
H -4.624 0.695 0.422
H -1.424 2.844 -1.167
O -0.425 2.541 3.465
H 3.402 -1.973 -1.239
O -1.960 1.369 -6.686
H -2.434 2.013 3.485
C -1.505 1.723 3.003
O -3.468 2.262 -0.228
H -3.106 -4.010 -2.183
O 3.224 -4.042 -1.542
H -1.601 1.764 1.914
H 0.160 -5.781 0.918
O -4.610 3.403 -2.236
C 3.885 -2.793 -1.768
H 2.053 3.497 5.103
H -1.747 5.818 0.922
H -6.515 -4.742 1.735
C -1.437 3.927 -1.254
O -1.271 4.674 2.585
O 0.131 0.885 -5.546
C 1.140 0.176 -4.837
O -2.061 0.086 -4.627
C -2.258 1.252 -3.832
H -0.748 -0.268 -0.711
C 0.338 -6.077 -0.118
H 0.534 1.592 -0.334
P 0.043 3.802 2.662
C -1.239 5.924 1.876
H -1.262 0.687 3.235
O 0.671 1.204 -1.206
H -0.503 -5.680 -0.691
C 2.131 4.062 4.172
H -3.298 1.572 -3.810
C -1.406 -2.628 2.190
P 1.800 -4.055 -0.868
O -2.707 -3.222 2.218
H -5.014 5.080 2.007
O -4.112 -1.672 0.760
H 6.789 1.041 1.287
C -1.404 2.034 -7.832
C -5.715 -4.054 1.994
H -3.548 4.108 1.740
O 0.917 4.610 3.699
O 1.585 -5.574 -0.571
H -1.351 -1.777 2.870
H -0.217 6.283 1.737
O -2.714 4.503 -0.936
H 3.690 1.360 2.284
H 0.924 -0.896 -4.796
C -2.814 -3.143 -1.594
P 5.290 -0.595 3.213
H -1.299 3.085 -7.573
H 2.105 0.641 2.722
O -4.935 4.261 0.144
O 0.710 3.537 1.386
H 7.064 -0.392 0.185
H 6.876 -2.906 5.012
C 2.743 -3.857 1.617
O -1.109 -1.060 -6.687
H 2.832 4.876 4.363
P -3.999 3.583 -0.927
H -1.046 4.279 -2.205
H -1.881 1.043 -2.827
C -4.132 1.000 -0.490
H -0.403 1.661 -8.053
H 0.308 -7.157 -0.215
H -1.668 2.118 -4.142
H -2.078 1.856 -8.662
H 2.088 0.222 -5.375
O 0.742 -3.440 -1.659
C 6.853 -2.502 4.002
H 2.206 -3.823 2.566
H -0.695 -3.380 2.530
H 3.621 -3.219 1.748
H 4.912 -2.896 -1.423
H -5.144 3.331 1.960
O -2.635 -3.551 -0.221
C 6.899 -0.032 1.201
H -1.876 -2.717 -1.934
H -1.147 -2.287 1.189
H 0.923 -0.687 -0.439
O 5.952 0.493 3.928
H -6.151 -3.052 1.948
H 3.080 -4.887 1.496
H 2.920 0.061 1.328
O 5.700 -0.669 1.672
P -3.593 -3.033 0.913
O 5.524 -2.050 3.750
O -4.653 -4.181 1.052
H 7.565 -1.671 4.027
H -3.640 -2.438 -1.702
H -5.364 -4.236 3.009
H 1.237 0.604 -3.842
O 2.039 -3.312 0.516
H 3.891 -2.599 -2.839
H -4.831 1.117 -1.322
C 0.259 -0.156 -1.134
O 3.732 -0.541 3.154
C 3.105 0.444 2.337
H 7.777 -0.445 1.704
P -1.232 0.199 -5.965
H -3.409 0.281 -0.865
H 7.166 -3.220 3.249
H 0.313 -0.646 -2.100
H -0.749 4.258 -0.473
*
```

As for the HOMO energy: -10.17 eV. Its molar mass is 872.492 g mol⁻¹. As for the structure (SMILES): COP(=O)(OC)OC.COP(=O)(OC)OC.COP(=O)(OC)OC.COP(=O)(OC)OC.COP(=O)(OC)OC.COP(=O)(OC)OC.CO. The energy above the lowest of the compared OMol25 structures with the same formula, charge and spin is 9.9 kcal per mole.

Atomic partial charges in e from the Löwdin method, atoms 1 to 99:
1. H 0.10
2. C -0.08
3. H 0.07
4. H 0.07
5. H 0.06
6. O -0.20
7. H 0.08
8. O -0.21
9. H 0.10
10. C -0.06
11. O -0.25
12. H 0.09
13. O -0.20
14. H 0.08
15. H 0.09
16. O -0.22
17. C -0.07
18. H 0.09
19. H 0.07
20. H 0.09
21. C -0.07
22. O -0.21
23. O -0.22
24. C -0.08
25. O -0.19
26. C -0.09
27. H 0.07
28. C -0.08
29. H 0.05
30. P 0.33
31. C -0.07
32. H 0.08
33. O -0.13
34. H 0.08
35. C -0.10
36. H 0.09
37. C -0.08
38. P 0.32
39. O -0.20
40. H 0.09
41. O -0.22
42. H 0.09
43. C -0.06
44. C -0.09
45. H 0.06
46. O -0.19
47. O -0.20
48. H 0.08
49. H 0.09
50. O -0.21
51. H 0.09
52. H 0.09
53. C -0.06
54. P 0.31
55. H 0.09
56. H 0.09
57. O -0.19
58. O -0.22
59. H 0.09
60. H 0.09
61. C -0.09
62. O -0.22
63. H 0.09
64. P 0.33
65. H 0.10
66. H 0.07
67. C -0.07
68. H 0.09
69. H 0.09
70. H 0.09
71. H 0.09
72. H 0.09
73. O -0.21
74. C -0.09
75. H 0.09
76. H 0.09
77. H 0.08
78. H 0.09
79. H 0.09
80. O -0.22
81. C -0.08
82. H 0.08
83. H 0.08
84. H 0.06
85. O -0.22
86. H 0.09
87. H 0.09
88. H 0.09
89. O -0.23
90. P 0.33
91. O -0.21
92. O -0.19
93. H 0.08
94. H 0.08
95. H 0.09
96. H 0.08
97. O -0.23
98. H 0.09
99. H 0.09